#i
{
  "formula": "C28H60O8",
  "method": "ωB97M-V/def2-TZVPD",
  "elements": ["C", "C", "C", "O", "C", "H", "H", "H", "H", "H", "H", "H", "H", "C", "C", "C", "O", "C", "H", "H", "H", "H", "H", "H", "H", "H", "C", "C", "C", "O", "C", "H", "H", "H", "H", "H", "H", "H", "H", "C", "C", "C", "O", "C", "H", "H", "H", "H", "H", "H", "H", "H", "C", "C", "C", "O", "C", "H", "H", "H", "H", "H", "H", "H", "H", "C", "C", "C", "O", "C", "H", "H", "H", "H", "H", "H", "H", "H", "C", "C", "O", "H", "H", "H", "H", "H", "H", "C", "C", "O", "H", "H", "H", "H", "H", "H"],
  "xyz": [[-2.0123, -21.2037, -13.4242], [-3.5288, -21.0219, -13.2524], [-4.1279, -21.2754, -14.6798], [-3.0406, -21.6941, -15.4563], [-1.8522, -21.1267, -14.9449], [-1.6376, -22.1599, -13.0579], [-1.5281, -20.4175, -12.8473], [-3.6979, -20.0097, -12.8796], [-4.0062, -21.6896, -12.5358], [-4.6652, -20.3927, -15.0370], [-4.8017, -22.1274, -14.5832], [-1.7726, -20.1007, -15.3380], [-0.9729, -21.6131, -15.3658], [3.5878, -18.9050, -9.4503], [3.0380, -18.4174, -8.1169], [4.2254, -18.6205, -7.1745], [5.3765, -18.4129, -7.9755], [5.1097, -18.6902, -9.3612], [3.1806, -18.3160, -10.2734], [3.3718, -19.9560, -9.6512], [2.1680, -18.9861, -7.7934], [2.8268, -17.3487, -8.1044], [4.2014, -19.6013, -6.6892], [4.2464, -17.8357, -6.4184], [5.7541, -19.4991, -9.7012], [5.3241, -17.7595, -9.8933], [1.1484, -19.6416, -14.4213], [1.4287, -20.9592, -13.6928], [2.9651, -20.9113, -13.4699], [3.4360, -19.7117, -14.0739], [2.3550, -18.7926, -14.0611], [0.1835, -19.1897, -14.1847], [1.1282, -19.7679, -15.5087], [1.2107, -21.8009, -14.3469], [0.9285, -21.0762, -12.7353], [3.4351, -21.7553, -13.9722], [3.2231, -20.9019, -12.4072], [2.5922, -17.9400, -14.6925], [2.2408, -18.4278, -13.0258], [1.1758, -25.8525, -11.0114], [2.3405, -25.5236, -11.9337], [1.6541, -24.8057, -13.0863], [0.6101, -24.0370, -12.4554], [0.2015, -24.6825, -11.2467], [1.3900, -25.9401, -9.9444], [0.6854, -26.7961, -11.2589], [2.8365, -26.4312, -12.2770], [3.0388, -24.8341, -11.4606], [1.1360, -25.4802, -13.7691], [2.3784, -24.1384, -13.5483], [-0.8204, -25.0652, -11.3083], [0.2838, -23.8946, -10.4937], [6.7058, -16.9099, -12.6377], [6.8121, -16.0998, -13.9139], [5.7834, -16.8351, -14.7200], [5.9793, -18.2288, -14.4560], [6.5411, -18.3264, -13.1273], [5.8874, -16.4835, -12.0556], [7.6184, -16.8941, -12.0307], [7.7952, -16.2852, -14.3577], [6.5999, -15.0396, -13.7918], [5.8617, -16.5801, -15.7797], [4.7659, -16.5799, -14.3847], [7.4144, -18.9692, -13.2427], [5.8295, -18.7795, -12.4211], [1.5998, -14.3892, -16.9946], [1.7891, -13.4962, -15.7485], [1.0604, -14.3721, -14.7298], [1.4504, -15.6974, -15.0237], [1.6289, -15.8405, -16.4237], [2.3542, -14.3169, -17.7805], [0.6686, -14.1586, -17.5165], [1.1963, -12.5913, -15.8644], [2.8346, -13.3995, -15.4784], [-0.0354, -14.3597, -14.7804], [1.4030, -14.1270, -13.7210], [0.9631, -16.5862, -16.8656], [2.6325, -16.2330, -16.6323], [3.4534, -21.2562, -17.9668], [4.0494, -19.8694, -17.9938], [4.6950, -19.6089, -16.7503], [4.2147, -22.0185, -17.7807], [2.8842, -21.6243, -18.8253], [2.7560, -21.3597, -17.1275], [3.2896, -19.0944, -18.1424], [4.7977, -19.7168, -18.7693], [4.0215, -19.4646, -16.0698], [8.2412, -22.5223, -15.2093], [6.7341, -22.3703, -15.3663], [6.2571, -21.2168, -14.6819], [8.5019, -22.5794, -14.1536], [8.7637, -21.7173, -15.7218], [8.5487, -23.4666, -15.6720], [6.2371, -23.2545, -14.9358], [6.3862, -22.3892, -16.3987], [6.2910, -21.4328, -13.7455]],
  "homo_energy_ev": -8.85,
  "smiles": "C1CCOC1.C1CCOC1.C1CCOC1.C1CCOC1.C1CCOC1.C1CCOC1.CCO.CCO",
  "lumo_ev": 0.508
}

***

#ii
{
  "formula": "C28H60O8",
  "method": "ωB97M-V/def2-TZVPD",
  "elements": ["C", "C", "C", "O", "C", "H", "H", "H", "H", "H", "H", "H", "H", "C", "C", "C", "O", "C", "H", "H", "H", "H", "H", "H", "H", "H", "C", "C", "C", "O", "C", "H", "H", "H", "H", "H", "H", "H", "H", "C", "C", "C", "O", "C", "H", "H", "H", "H", "H", "H", "H", "H", "C", "C", "C", "O", "C", "H", "H", "H", "H", "H", "H", "H", "H", "C", "C", "C", "O", "C", "H", "H", "H", "H", "H", "H", "H", "H", "C", "C", "O", "H", "H", "H", "H", "H", "H", "C", "C", "O", "H", "H", "H", "H", "H", "H"],
  "xyz": [[-4.0184, -3.6347, -1.4321], [-4.8347, -2.6116, -2.2311], [-4.9699, -1.3462, -1.3327], [-4.0801, -1.5812, -0.2601], [-3.2283, -2.7099, -0.5128], [-3.4144, -4.2618, -2.0770], [-4.7498, -4.1558, -0.8117], [-5.8262, -2.9939, -2.4640], [-4.2577, -2.2858, -3.1013], [-6.0266, -1.3983, -1.0575], [-4.8240, -0.4790, -1.9773], [-3.0167, -3.1467, 0.4633], [-2.2463, -2.4873, -0.9440], [-4.4921, -1.3099, 4.0838], [-3.1910, -0.7763, 4.6689], [-3.6183, -0.0338, 5.9369], [-5.0439, 0.0101, 5.9007], [-5.4862, -0.2616, 4.5787], [-4.8117, -2.2928, 4.4295], [-4.5219, -1.3430, 2.9904], [-2.7318, -0.1023, 3.9449], [-2.4794, -1.5778, 4.8670], [-3.2530, 0.9969, 5.9075], [-3.2150, -0.4904, 6.8392], [-5.5094, 0.6695, 3.9967], [-6.5191, -0.6100, 4.6272], [4.2621, -1.3323, -2.4204], [3.6106, -2.6009, -2.9797], [2.4063, -2.0522, -3.7660], [2.0633, -0.8618, -3.0886], [3.2241, -0.1943, -2.6174], [5.1920, -1.0964, -2.9374], [4.4753, -1.4307, -1.3556], [3.3271, -3.2479, -2.1521], [4.2886, -3.1484, -3.6328], [1.5294, -2.6975, -3.7041], [2.6216, -1.9836, -4.8367], [3.0497, 0.4184, -1.7334], [3.5398, 0.4997, -3.4066], [6.2264, 0.6314, 0.9355], [5.2612, 1.7939, 0.6907], [3.9780, 1.3871, 1.4104], [4.3294, 0.4914, 2.4394], [5.4979, -0.2048, 2.0198], [7.1384, 1.0397, 1.3615], [6.3243, 0.0511, 0.0223], [5.0487, 1.9788, -0.3669], [5.6544, 2.7575, 1.0220], [3.3598, 0.8390, 0.6798], [3.4540, 2.2885, 1.7296], [5.3351, -1.2029, 1.6002], [6.1349, -0.3055, 2.8987], [-0.7770, 1.3643, -5.4253], [-1.6085, 1.0781, -4.1825], [-1.3630, -0.4069, -3.9704], [-1.2731, -0.9502, -5.2801], [-0.7682, 0.0082, -6.1963], [0.2317, 1.5509, -5.0524], [-1.0913, 2.1843, -6.0680], [-2.6533, 1.3346, -4.3604], [-1.1912, 1.6426, -3.3464], [-2.1117, -0.8430, -3.3038], [-0.4007, -0.6447, -3.4984], [-1.3213, -0.0264, -7.1307], [0.2957, -0.2006, -6.3504], [1.2021, 3.5687, -0.1240], [0.3711, 3.2746, 1.0929], [0.4450, 4.5602, 1.9277], [1.7503, 5.0526, 1.6419], [2.1170, 4.7156, 0.3262], [0.6536, 3.8805, -1.0133], [1.8000, 2.6891, -0.3733], [0.7021, 2.4119, 1.6757], [-0.6622, 3.0085, 0.8468], [0.3639, 4.4138, 3.0029], [-0.3842, 5.2208, 1.6426], [3.1616, 4.3952, 0.2719], [2.0196, 5.5861, -0.3333], [0.0133, -0.1226, -0.3178], [-1.4452, 0.3091, -0.3078], [-2.0263, -0.1473, 0.8934], [0.0343, -1.2119, -0.3740], [0.5206, 0.0929, 0.6270], [0.5638, 0.4167, -1.0895], [-1.9789, -0.1373, -1.1566], [-1.5499, 1.3789, -0.5258], [-2.8166, -0.6837, 0.6804], [0.6898, -1.9926, 3.8729], [1.4028, -0.7074, 3.4068], [0.6346, 0.4471, 3.6982], [0.2421, -1.9071, 4.8600], [1.4603, -2.7740, 3.8742], [-0.0364, -2.4202, 3.1748], [1.6123, -0.7732, 2.3372], [2.3142, -0.7116, 3.9990], [-0.1089, 0.4713, 3.0822]],
  "homo_energy_ev": -9.28,
  "smiles": "C1CCOC1.C1CCOC1.C1CCOC1.C1CCOC1.C1CCOC1.C1CCOC1.CCO.CCO",
  "lumo_ev": 0.556
}

***

Structures ranked by computed energy, the most stable listed first: #ii, #i.

***

#i
{
  "formula": "C18H26N2O3",
  "method": "ωB97M-V/def2-TZVPD",
  "elements": ["C", "C", "C", "C", "C", "C", "C", "C", "C", "C", "C", "N", "C", "O", "N", "C", "C", "C", "O", "C", "C", "O", "C", "H", "H", "H", "H", "H", "H", "H", "H", "H", "H", "H", "H", "H", "H", "H", "H", "H", "H", "H", "H", "H", "H", "H", "H", "H", "H"],
  "xyz": [[-4.2781, -1.4212, 1.7813], [-3.2890, -2.0195, 1.1264], [-2.8802, -3.4300, 1.4376], [-2.5543, -1.3349, 0.0488], [-2.1080, -2.0268, -1.0762], [-1.4309, -1.3623, -2.0799], [-1.1684, -0.0060, -1.9796], [-1.5830, 0.7015, -0.8568], [-1.3397, 2.1948, -0.6832], [-0.2575, 2.7525, -1.6188], [-2.6659, 2.9145, -0.9627], [-0.9791, 2.4738, 0.7041], [0.1474, 2.0583, 1.3687], [0.5325, 2.6331, 2.3667], [0.7751, 0.9653, 0.8400], [1.8815, 0.3373, 1.5111], [3.0757, 0.1552, 0.5696], [2.7573, -0.7960, -0.5934], [3.8958, -1.0145, -1.3980], [4.9624, -1.5268, -0.6267], [5.2865, -0.5814, 0.5319], [4.1448, -0.3726, 1.3344], [-2.2802, 0.0261, 0.1391], [-4.6053, -0.4244, 1.5416], [-4.8140, -1.9202, 2.5707], [-3.2844, -3.7396, 2.3977], [-1.7956, -3.5185, 1.4635], [-3.2573, -4.1131, 0.6767], [-2.3068, -3.0823, -1.1784], [-1.0993, -1.9043, -2.9535], [-0.6351, 0.4856, -2.7771], [0.6734, 2.2012, -1.5112], [-0.5809, 2.7178, -2.6555], [-0.0669, 3.7915, -1.3578], [-2.5379, 3.9922, -0.8840], [-3.0122, 2.6775, -1.9656], [-3.4246, 2.5965, -0.2522], [-1.3269, 3.3491, 1.0688], [0.2769, 0.4200, 0.1549], [1.5998, -0.6413, 1.9175], [2.1734, 0.9880, 2.3386], [3.3735, 1.1317, 0.1514], [1.9994, -0.3720, -1.2534], [2.3967, -1.7537, -0.1856], [5.8124, -1.6250, -1.3027], [4.6898, -2.5149, -0.2261], [6.0471, -1.0104, 1.1854], [5.6419, 0.3795, 0.1303], [-2.5821, 0.5684, 1.0220]],
  "homo_energy_ev": -8.96,
  "smiles": "C=C(C)c1cccc(C(C)(C)NC(=O)NC[C@@H]2COCCO2)c1",
  "lumo_ev": 0.667
}

***

#ii
{
  "formula": "C18H26N2O3",
  "method": "ωB97M-V/def2-TZVPD",
  "elements": ["C", "C", "C", "C", "H", "C", "H", "C", "C", "H", "H", "H", "H", "H", "C", "N", "C", "O", "C", "O", "C", "C", "C", "C", "C", "C", "N", "C", "O", "C", "H", "H", "H", "H", "H", "H", "H", "H", "H", "H", "H", "H", "H", "H", "H", "H", "H", "H", "H"],
  "xyz": [[2.9887, 3.3230, -0.4735], [2.4674, 2.2801, -1.4923], [2.1528, 1.0614, -0.8105], [3.3029, 0.1939, -0.3520], [3.9822, 0.0379, -1.3073], [2.9339, -1.3066, 0.1657], [2.4709, -1.8997, -0.5643], [4.2748, -1.8919, 0.4027], [5.2332, -2.0639, -0.7159], [5.7145, -1.1800, -0.9709], [6.0688, -2.4962, -0.2749], [4.7070, -2.4933, -1.5640], [4.7883, -1.5232, 1.2155], [4.0756, -2.8139, 0.9594], [1.9807, -1.3081, 1.1547], [0.5488, -1.2707, 0.9694], [-0.2510, -0.5255, 1.3555], [-0.0979, 0.4295, 2.2286], [-1.5450, -0.4875, 0.5708], [-1.8886, -1.6852, 0.3252], [-2.6463, 0.4966, 0.4531], [-2.3131, 1.9118, 0.9793], [-3.0838, 2.9827, 0.8096], [-4.4661, 2.6852, 0.5772], [-4.8370, 1.5301, -0.1311], [-3.8690, 0.3011, 0.1487], [-4.3509, -1.1869, -0.1512], [-5.5702, -1.3072, -0.5104], [-6.6832, -0.8271, -0.4549], [-5.5553, -2.9999, -0.6559], [-4.8865, -3.0866, -1.5828], [-5.2990, -3.5090, 0.0445], [-6.5563, -3.2526, -0.9784], [-3.6229, -1.8116, -0.1382], [-5.8925, 1.1128, -0.1637], [-5.0601, 3.6593, 0.3897], [-2.7141, 3.8767, 0.7985], [-1.1738, 2.0223, 1.3716], [0.2731, -1.9049, 0.2197], [2.0285, -2.0975, 1.9319], [2.2168, -0.5331, 2.1310], [3.5698, 0.8367, 0.7434], [1.2579, 1.1435, 0.1029], [1.3830, 0.1931, -1.4463], [1.2805, 2.7584, -1.9686], [3.1439, 2.0365, -2.3405], [2.3874, 3.3688, 0.3555], [3.1852, 4.1276, -1.0341], [3.9459, 3.0932, -0.3224]],
  "homo_energy_ev": -8.80,
  "lumo_ev": -0.781
}

***

Structures ranked by computed energy, the most stable listed first: #i, #ii.

***

#i
{
  "formula": "C6H16NS",
  "method": "ωB97M-V/def2-TZVPD",
  "elements": ["C", "C", "C", "C", "C", "C", "N", "S", "H", "H", "H", "H", "H", "H", "H", "H", "H", "H", "H", "H", "H", "H", "H", "H"],
  "xyz": [[-1.8500, 2.1980, 1.4119], [-0.3136, -2.7533, -0.9055], [0.2894, 1.4094, -0.9669], [-1.1623, 0.8305, 1.0156], [0.7694, -1.8760, -0.2832], [0.2086, 1.0221, 0.4636], [1.8121, -1.3779, -1.2078], [1.5249, 1.3132, 1.4669], [-1.7771, 2.2821, 2.4878], [-1.2277, 2.9423, 0.9917], [-2.7586, 2.2599, 0.9588], [-0.8846, -2.3958, -1.7911], [-0.9803, -2.8756, -0.0535], [0.0895, -3.7630, -1.1780], [1.3041, 1.2055, -1.2145], [-0.2944, 1.0343, -1.8010], [0.0216, 2.5579, -1.0098], [-1.8155, 0.1811, 0.3314], [-0.9955, 0.2169, 1.9495], [0.9100, -2.3383, 0.7230], [2.4655, -2.0024, -1.7510], [2.4095, -0.8485, -0.5958], [1.1701, -0.7678, -1.7715], [1.0848, 1.5454, 2.7295]],
  "charge": 1,
  "homo_energy_ev": [-12.74, -10.52],
  "lumo_ev": [-3.513, -4.668]
}

***

#ii
{
  "formula": "C6H16NS",
  "method": "ωB97M-V/def2-TZVPD",
  "elements": ["C", "C", "C", "C", "H", "H", "H", "H", "H", "H", "H", "H", "C", "C", "S", "N", "H", "H", "H", "H", "H", "H", "H", "H"],
  "xyz": [[-0.8740, -1.4434, 2.2081], [0.3366, -2.3240, 1.8866], [1.0807, -1.7836, 0.6852], [2.2957, -1.2408, 0.7083], [-1.5761, -1.3718, 1.3786], [-1.3861, -1.8644, 3.0741], [-0.5497, -0.4261, 2.4635], [-0.0120, -3.3326, 1.6660], [0.9982, -2.3468, 2.7515], [0.5276, -1.9531, -0.2434], [2.7539, -0.7665, -0.1499], [2.8258, -1.3033, 1.6558], [0.5391, 1.5243, -0.8761], [-0.9155, 1.1587, -0.6865], [-1.8085, 1.1528, -2.2938], [1.2214, 1.5372, 0.4826], [0.6452, 2.5150, -1.3155], [1.0859, 0.8183, -1.4892], [-1.3944, 1.9353, -0.0846], [-1.0285, 0.1884, -0.2261], [-1.1125, 0.0983, -2.7658], [2.2367, 1.5812, 0.3925], [1.0150, 0.6488, 0.9680], [0.8830, 2.2984, 1.0710]],
  "charge": 1,
  "homo_energy_ev": -13.00,
  "lumo_ev": -3.384
}

***

Structures ranked by computed energy, the most stable listed first: #ii, #i.